(1)
# C3H3NO3

A cluster of 2 separate species, C3H3NO3 in total in a non-equilibrium geometry (ωB97M-V with the def2-TZVPD basis set, the Open Molecules 2025 dataset).

The HOMO energy comes out at -9.70 eV. The calculation puts the molar mass at 101.1 g/mol. Its structure (SMILES) is CC#[N+][O-].O=C=O. The value obtained for the HOMO-LUMO gap is 0.37784 Eh.

Geometry as XYZ:
```
10
Properties=species:S:1:pos:R:3:nbo_charge:R:1
C 0.3598 0.5016 1.7292 -0.6921
C -0.5806 0.0244 0.7260 0.2556
N -1.2335 -0.3328 -0.1547 0.1707
O -1.7829 -0.7015 -1.1793 -0.4695
H 0.9030 1.3740 1.3514 0.2547
H -0.1916 0.7815 2.6266 0.2487
H 1.0828 -0.2820 1.9758 0.2524
O -0.0225 -0.8135 -3.3435 -0.4989
C 0.4429 -0.4593 -2.3396 1.0381
O 1.0226 -0.0925 -1.3919 -0.5597
```

***

(2)
# C6H10O2S

A cluster of 2 separate species, C6H10O2S in total in a non-equilibrium geometry (ωB97M-V with the def2-TZVPD basis set, the Open Molecules 2025 dataset).

The HOMO energy (alpha / beta) comes out at -7.99 / -8.04 eV. The calculation puts the molar mass at 146.2 g/mol. The value obtained for the HOMO-LUMO gap (alpha / beta) is 0.27528 / 0.28177 Eh.

Geometry as XYZ:
```
19
Properties=species:S:1:pos:R:3:nbo_charge:R:1
C -1.6639 0.8166 2.6936 -0.2364
C -2.0140 1.6152 1.8561 -0.0505
C 2.1202 -2.3241 -0.9956 -0.6079
C -2.3015 2.4979 0.8106 -0.5385
C 1.7162 -0.8491 -0.8249 -0.4572
C 0.3296 -0.6620 -0.2968 -0.0738
O -0.7284 1.6860 -1.9326 -0.9032
O -0.0554 0.6152 0.2467 -0.7294
S -0.2377 1.9806 -0.6072 1.4259
H -1.7882 0.0686 3.4017 0.2251
H 2.1106 -2.9811 -0.1792 0.2114
H 1.4514 -2.8227 -1.7385 0.2088
H 3.2174 -2.5057 -1.2672 0.2201
H -3.2693 2.2023 0.2657 0.2332
H -2.2369 3.5524 0.9871 0.2198
H 1.6379 -0.4692 -1.8254 0.2217
H 2.3760 -0.3791 -0.2002 0.2177
H -0.5409 -0.7958 -1.0312 0.1997
H -0.1231 -1.2458 0.6371 0.2133
```

***

What energy above the lowest of the compared OMol25 structures with the same formula, charge and spin values result from the calculations? In sequence: 2.6175, 4.8112 eV.